Entry 1:
{
  "formula": "C55H67BClFN5O7",
  "method": "ωB97M-V/def2-TZVPD",
  "elements": ["C", "C", "C", "H", "H", "H", "H", "H", "H", "C", "C", "H", "H", "H", "H", "H", "H", "H", "F", "H", "C", "H", "H", "H", "N", "H", "C", "C", "O", "H", "H", "H", "O", "B", "C", "H", "N", "C", "C", "C", "H", "H", "C", "C", "H", "H", "H", "C", "C", "C", "H", "C", "C", "H", "C", "H", "H", "H", "H", "C", "H", "C", "C", "C", "H", "C", "H", "H", "C", "H", "H", "C", "C", "C", "H", "H", "O", "H", "C", "H", "H", "C", "C", "C", "C", "O", "H", "H", "C", "H", "H", "H", "C", "Cl", "C", "C", "H", "C", "H", "C", "C", "N", "O", "C", "H", "H", "N", "C", "C", "C", "H", "C", "O", "O", "C", "H", "C", "H", "C", "C", "H", "H", "N", "H", "H", "C", "H", "H", "C", "C", "H", "H", "C", "H", "H", "C", "H"],
  "positions_angstrom": [[-2.09088, -0.63164, 0.00984], [7.37892, 0.07780, -5.48843], [-1.70757, 1.77961, -1.85610], [0.42979, -2.72638, -2.47067], [-2.88816, -0.13903, -0.55136], [-4.61551, 0.70662, 0.36439], [-9.08469, 7.60481, 0.28897], [13.36417, -5.60808, 6.63933], [8.18955, -0.39501, -7.41829], [-8.12608, -3.21801, -1.26617], [11.09971, -4.07936, 9.36385], [-7.37826, 3.73759, -0.34534], [3.29543, 0.25914, -5.60382], [2.72994, -2.57817, -1.19795], [-9.84390, 10.79586, 3.98313], [9.66150, -4.28143, 4.80413], [-8.71568, -2.43255, -1.72200], [-7.54138, 2.46615, -5.76438], [-2.25626, 0.06792, -3.37113], [-10.26758, -0.82922, -5.77702], [3.47387, -1.50059, 0.50941], [-7.19192, 8.33216, 1.70336], [-7.78601, 3.68689, 2.23605], [-5.78717, -3.68573, 1.13774], [2.52956, -0.48022, -1.51933], [11.90713, -3.68952, 6.09904], [-5.12378, 2.36773, 1.57689], [-7.25435, 4.46135, 1.67747], [-3.87137, 1.45065, -2.84980], [2.97794, 1.84870, -0.06486], [-4.40915, 3.17862, 1.37365], [1.59460, -5.36951, -1.65385], [0.11626, -2.29326, 1.46390], [0.40533, -2.28655, 0.13993], [9.22175, -2.18280, 4.75098], [1.93554, -0.54611, -4.84154], [-0.85572, -0.24901, -0.66946], [12.72824, -5.71234, 8.68486], [9.60123, 1.71105, -5.17635], [7.85637, -3.87042, 3.72078], [-7.94086, 5.25625, 1.39373], [-0.69005, -3.99040, -1.90078], [7.54605, 0.80380, -4.31649], [-7.31231, -0.50671, -4.15799], [-11.35532, 8.47251, 0.72426], [13.36509, -6.55485, 8.92066], [-7.12434, -1.88760, 0.07652], [-9.34212, -0.38042, -5.44063], [-8.18777, 8.71283, 1.89317], [-6.47788, -3.92043, 0.33661], [-6.03337, -6.02005, 0.36783], [-10.52687, 8.78991, 1.34402], [-6.96992, 0.77404, -4.57659], [-1.22352, 2.55541, -2.45472], [2.69201, 0.22813, -4.69424], [-7.62324, -6.56134, -1.44209], [-9.65556, 1.44176, -6.52555], [10.46793, -3.64801, 10.12934], [10.46990, 2.34472, -5.05347], [-7.81075, 1.47195, -5.43187], [-2.27144, -1.70119, -0.11369], [1.24716, -4.74287, -2.47678], [8.97802, -3.51725, 4.45719], [3.60458, -0.16884, -3.57327], [-6.65496, -1.05567, -3.49442], [0.34817, -3.65627, -1.90413], [7.66397, -4.91140, 3.49526], [-2.86878, 1.28422, 2.82079], [8.32024, 0.17053, -6.50466], [-2.50284, 1.93641, 1.24602], [-5.79672, 4.38998, 0.05961], [-2.96317, 1.07816, 1.74931], [-9.67716, 10.09636, 3.17453], [8.34795, -1.20065, 4.30655], [6.81147, 0.73271, -3.52514], [-2.47052, -1.01476, 2.10237], [4.50872, -0.93731, -3.67372], [6.10838, -3.15811, 2.69764], [1.21924, -0.20027, -1.34968], [10.09482, -1.90733, 5.32892], [8.79031, 2.18656, -3.24880], [-2.77041, 1.13250, -2.71612], [-7.22938, -2.91213, -0.25185], [9.43157, 0.98688, -6.34823], [11.90934, -4.10111, 7.10111], [0.70350, -3.41747, -0.51315], [-11.73564, 10.06303, 2.57507], [4.63303, 2.46476, 0.06801], [-6.63498, 3.79659, 0.45020], [3.53081, 3.01156, -1.25564], [4.20544, -1.68394, -1.47754], [0.69864, -5.37761, -3.16835], [11.91381, -5.16227, 9.66476], [3.74482, -3.03238, 1.29226], [11.09684, -3.54885, 8.08158], [-9.25043, 8.30318, 1.09995], [6.54765, -0.78740, 3.21626], [-2.14017, -0.18032, 1.48152], [2.12486, -4.33396, -2.97649], [8.65795, 1.62088, -4.16231], [-7.51161, -5.53804, -1.10861], [0.61640, 0.88608, -1.86199], [-6.20097, 2.46612, 0.67105], [3.85220, 2.17820, -0.63014], [-6.49123, 4.88173, 2.33542], [11.91443, -5.57726, 10.66419], [3.26845, 0.44302, -2.27540], [-0.64360, 0.81239, -1.45113], [12.72707, -5.18102, 7.40290], [-8.26816, -4.53119, -1.69260], [-2.18413, 2.26360, -1.00386], [6.98330, -2.88821, 3.27448], [3.48677, -0.47905, 1.09759], [5.47092, 0.71288, -1.62338], [7.22895, -1.55361, 3.56562], [10.46069, -2.70465, 7.84705], [-6.61695, -5.23337, -0.09277], [6.51608, -0.56609, -5.60496], [3.22877, -1.63549, -0.98209], [4.34062, 1.06516, -1.49951], [-8.97081, -4.77165, -2.47999], [10.16693, 1.05749, -7.13900], [0.34170, -0.96049, -0.62153], [-1.11826, 0.03654, 1.79787], [-8.76184, -2.08416, -4.27215], [-8.99857, 0.89634, -5.86081], [-7.57099, 9.93527, 3.54457], [0.45459, -1.53208, 1.95178], [-8.49755, -1.08429, -4.59273], [-10.74017, 9.68501, 2.38282], [-5.48367, 2.46789, 2.60732], [-6.04275, 1.21968, -4.24139], [-4.44295, 1.00676, 1.40347], [2.22519, 1.19249, -4.52016], [8.53925, -0.16096, 4.53805], [-8.40022, 9.61155, 2.92900], [-4.94055, 0.26158, 2.02930]],
  "atomic_forces_ev_per_a": [[-0.40, 0.05, 0.22], [-0.01, 0.01, 0.00], [0.22, -0.01, 0.03], [-0.10, 0.02, -0.01], [0.05, -0.10, 0.02], [0.08, 0.02, -0.02], [0.00, 0.01, -0.01], [0.00, 0.00, 0.00], [0.00, -0.01, 0.00], [-0.01, 0.00, -0.04], [-0.01, 0.00, 0.01], [0.04, -0.14, 0.02], [-0.10, -0.03, 0.03], [-0.05, 0.08, -0.01], [0.00, 0.01, 0.00], [-0.01, -0.01, 0.02], [0.00, 0.01, 0.02], [0.00, 0.01, 0.00], [0.13, -0.24, -0.17], [0.00, 0.00, 0.00], [0.08, -0.42, -0.29], [0.01, 0.01, -0.01], [-0.19, 0.20, -0.01], [-0.01, 0.00, 0.01], [-0.14, 0.21, -0.17], [0.02, 0.01, 0.00], [-0.16, -0.15, -0.05], [0.39, -0.41, 0.07], [-1.93, 0.64, -0.17], [0.02, 0.02, -0.04], [0.05, 0.00, 0.06], [-0.07, -0.06, -0.07], [0.58, 0.05, -0.30], [0.06, -0.43, 0.13], [0.01, -0.01, 0.01], [-0.07, 0.06, 0.08], [0.27, 0.32, -0.49], [0.00, 0.00, 0.00], [0.00, 0.00, 0.00], [-0.01, -0.01, -0.02], [-0.03, 0.00, 0.01], [0.02, 0.11, -0.01], [-0.04, 0.03, -0.04], [-0.01, 0.06, -0.03], [-0.01, 0.00, 0.00], [0.00, 0.00, 0.00], [0.00, 0.07, 0.06], [-0.01, -0.03, 0.00], [0.02, -0.02, -0.01], [0.04, 0.03, 0.00], [0.00, 0.00, 0.01], [-0.01, -0.01, 0.00], [0.03, -0.09, 0.00], [-0.03, -0.05, 0.04], [0.32, 0.08, -0.26], [-0.01, -0.01, 0.00], [0.00, 0.00, 0.00], [-0.01, 0.00, 0.00], [0.00, 0.00, 0.00], [-0.01, 0.01, 0.02], [0.24, 0.02, 0.00], [0.11, 0.11, 0.37], [0.01, 0.00, 0.01], [-0.08, 0.12, 0.07], [-0.01, -0.01, 0.01], [0.14, -0.32, 0.00], [0.00, 0.00, 0.00], [0.04, 0.10, -0.08], [-0.01, 0.00, 0.00], [0.00, -0.03, -0.06], [0.02, 0.01, 0.04], [0.01, -0.04, 0.27], [0.00, 0.00, 0.00], [0.00, 0.01, 0.00], [0.08, -0.05, -0.01], [-0.14, 0.05, -0.06], [0.19, -0.28, -0.07], [0.05, -0.03, 0.03], [-0.49, -0.11, 0.23], [0.01, 0.01, 0.00], [0.01, 0.00, 0.01], [1.71, -0.38, 0.27], [0.02, -0.04, -0.04], [0.00, 0.00, 0.00], [-0.02, 0.01, -0.02], [-0.47, 0.30, -0.13], [-0.01, 0.01, 0.00], [0.02, 0.12, -0.09], [-0.27, 0.34, -0.15], [0.13, 0.02, -0.02], [-0.05, 0.04, 0.06], [0.02, 0.08, -0.11], [0.00, 0.00, 0.00], [0.04, -0.21, 0.00], [-0.01, 0.00, -0.02], [0.01, -0.02, 0.00], [-0.01, 0.00, 0.00], [0.21, -0.07, -0.02], [-0.02, -0.01, -0.05], [-0.01, 0.01, 0.00], [-0.01, 0.00, -0.01], [0.00, -0.25, 0.07], [0.15, -0.17, 0.04], [-0.20, -0.22, 0.29], [-0.06, 0.02, 0.01], [0.00, 0.00, 0.01], [-0.17, -0.06, -0.14], [0.36, -0.25, 0.28], [0.00, -0.01, -0.01], [0.01, 0.00, -0.02], [-0.03, -0.05, -0.04], [0.00, 0.02, 0.00], [-0.19, 0.65, 0.37], [0.30, 0.09, -0.04], [-0.01, 0.00, 0.00], [-0.01, 0.00, 0.00], [0.01, 0.01, 0.00], [0.00, -0.02, 0.01], [-0.04, -0.19, -0.04], [-0.28, 0.05, 0.07], [0.00, 0.00, 0.00], [0.00, 0.00, 0.00], [0.04, 0.59, 0.00], [0.04, -0.06, 0.05], [0.00, -0.01, 0.00], [0.00, 0.00, -0.01], [0.00, 0.00, 0.01], [-0.30, 0.00, 0.08], [0.02, 0.02, 0.02], [0.00, 0.00, 0.00], [0.12, 0.17, 0.02], [-0.02, 0.01, 0.01], [-0.20, 0.12, -0.17], [-0.10, -0.06, 0.06], [0.01, 0.01, 0.00], [0.00, 0.00, 0.01], [0.03, -0.03, -0.05]],
  "total_charge": 1,
  "lumo_energy_ev": -3.17,
  "relative_energy_ev": 0.0000,
  "total_energy_ha": -3521.19712,
  "homo_ha": -0.3812,
  "mol_weight_da": 975.43
}

---

Entry 2:
{
  "formula": "C7H9NO3S",
  "method": "ωB97M-V/def2-TZVPD",
  "elements": ["C", "H", "H", "H", "C", "O", "C", "H", "H", "N", "C", "O", "H", "S", "O", "H", "C", "C", "C", "H", "H"],
  "positions_angstrom": [[1.29690, -0.04341, -0.53994], [-2.88272, 0.17694, 1.15272], [-2.30871, -0.17506, 2.89554], [2.73532, -1.00849, 0.97911], [0.35197, 0.70830, -2.61380], [3.10955, 1.72895, -0.72708], [0.28757, -0.40356, -1.47528], [-1.65576, -1.23388, 1.44278], [1.12834, -1.86720, 0.81199], [-0.60689, -1.56705, -1.29734], [-0.78926, 0.88125, 1.65585], [1.05155, 1.80209, -1.99430], [-0.99035, 1.80054, 2.32605], [0.84195, 0.18876, 2.19525], [-0.09081, 0.68527, -3.77471], [-1.51727, -1.25244, -0.90570], [2.00714, 1.27972, -1.06798], [-2.00816, -0.19891, 1.78958], [1.60794, -0.82619, 0.82054], [-0.82382, 1.26178, 0.58116], [-0.74448, -1.93742, -2.25444]],
  "atomic_forces_ev_per_a": [[-1.22, -1.27, -1.36], [1.12, -0.66, 0.93], [0.28, -0.53, -1.70], [-1.81, 0.89, 0.01], [-1.42, -1.21, -1.25], [-4.52, -1.10, -1.80], [2.20, 1.24, 2.31], [-0.63, 1.52, 0.66], [0.53, 1.64, -0.34], [0.82, 1.86, -1.41], [-1.51, -0.36, -0.75], [1.44, -0.66, -1.21], [0.52, -1.61, -0.94], [0.29, 0.34, -0.07], [1.79, 0.55, 4.71], [0.84, -0.26, -0.56], [0.99, -1.09, 1.99], [0.67, 1.10, 0.33], [-0.60, -0.05, -1.77], [0.56, -0.43, 1.38], [-0.36, 0.10, 0.86]],
  "total_charge": 0,
  "lumo_energy_ev": -0.90,
  "relative_energy_ev": 1.9698,
  "total_energy_ha": -950.72371,
  "homo_ha": -0.3325,
  "mol_weight_da": 187.22,
  "smiles": "CCSCC1=C(N)C(=O)OC1=O"
}